(1)
{
  "formula": "C4H9NO2",
  "method": "ωB97M-V with the def2-TZVPD basis set",
  "orbital_gap_ev": 8.98,
  "lumo_ev": 0.3,
  "energy_ha": -362.998692,
  "fmax_ev_per_a": 0.988,
  "e_homo_ev": -8.73,
  "relative_energy_ev": 2.363,
  "symbols": ["O", "C", "O", "H", "C", "C", "C", "N", "H", "H", "H", "H", "H", "H", "H", "H"],
  "xyz": [[-1.5005, 1.9432, 0.2906], [-2.1619, 0.8938, 0.3624], [-1.8483, -0.2161, -0.1201], [-3.1377, 0.9948, 0.8857], [1.0649, -1.1601, 1.1858], [0.9438, -0.9970, -0.3159], [-0.0022, 0.9894, -1.3823], [0.8957, 0.4514, -0.6463], [2.0341, -0.8226, 1.5634], [0.3041, -0.5679, 1.6958], [0.9086, -2.2022, 1.4564], [1.8052, -1.3713, -0.8697], [0.0007, -1.3870, -0.6864], [-0.0417, 2.0630, -1.4749], [-0.6479, 0.3414, -1.9550], [1.3831, 1.0473, 0.0105]],
  "forces_ev_per_a": [[0.6, 0.6, -0.3], [-0.5, -0.3, 0.0], [-0.4, -0.2, 0.1], [0.1, -0.3, 0.1], [0.0, 0.1, 0.1], [0.1, 0.9, -0.3], [-0.3, 0.2, 0.3], [0.2, -0.4, 0.6], [0.0, -0.2, -0.1], [-0.1, -0.1, -0.1], [0.1, 0.0, 0.0], [-0.1, -0.4, 0.1], [0.1, -0.2, 0.0], [0.0, -0.1, -0.1], [0.0, 0.1, -0.1], [0.1, 0.1, -0.2]]
}

***

(2)
{
  "formula": "C32H88AsF6N8O8",
  "method": "ωB97M-V with the def2-TZVPD basis set",
  "orbital_gap_ev": 8.46,
  "lumo_ev": -15.0,
  "total_charge": 7,
  "energy_ha": -5143.891003,
  "fmax_ev_per_a": 6.290,
  "e_homo_ev": -23.42,
  "symbols": ["C", "N", "C", "C", "C", "C", "O", "H", "H", "H", "H", "H", "H", "H", "H", "H", "H", "H", "H", "H", "H", "C", "N", "C", "C", "C", "C", "O", "H", "H", "H", "H", "H", "H", "H", "H", "H", "H", "H", "H", "H", "H", "C", "N", "C", "C", "C", "C", "O", "H", "H", "H", "H", "H", "H", "H", "H", "H", "H", "H", "H", "H", "H", "C", "N", "C", "C", "C", "C", "O", "H", "H", "H", "H", "H", "H", "H", "H", "H", "H", "H", "H", "H", "H", "C", "C", "O", "N", "H", "H", "C", "H", "H", "H", "H", "H", "H", "C", "C", "O", "N", "H", "H", "C", "H", "H", "H", "H", "H", "H", "C", "C", "O", "N", "H", "H", "C", "H", "H", "H", "H", "H", "H", "C", "C", "O", "N", "H", "H", "C", "H", "H", "H", "H", "H", "H", "As", "F", "F", "F", "F", "F", "F"],
  "xyz": [[0.0883, -4.3189, 1.0295], [-0.9522, -4.2297, 2.1477], [-1.3300, -5.6366, 2.6005], [-0.4116, -3.4385, 3.3868], [-2.1918, -3.3465, 1.6787], [-3.0840, -3.9760, 0.5539], [-3.9659, -5.0281, 1.0920], [1.0546, -4.6067, 1.4435], [0.2935, -3.3624, 0.5487], [-0.2232, -5.1402, 0.3842], [-1.7092, -6.0909, 1.6851], [-2.0729, -5.4972, 3.3858], [-0.4766, -6.1390, 3.0559], [-1.0347, -3.5822, 4.2695], [-0.1897, -2.3969, 3.1545], [0.5074, -3.9445, 3.6827], [-1.8680, -2.3552, 1.3616], [-2.8929, -3.4279, 2.5093], [-2.5401, -4.3236, -0.3244], [-3.7621, -3.2389, 0.1239], [-3.8433, -5.8194, 0.5625], [0.2628, -3.1980, -6.0401], [-0.0627, -2.0140, -5.0328], [1.0529, -1.6469, -4.0559], [-0.3795, -0.7614, -5.8374], [-1.4003, -2.3550, -4.2536], [-1.6248, -3.8092, -3.7800], [-0.6130, -4.3508, -2.9687], [-0.6372, -3.3186, -6.6431], [0.3933, -4.1441, -5.5148], [1.1507, -2.9063, -6.6011], [2.0008, -1.6082, -4.5926], [1.0938, -2.3878, -3.2574], [0.7578, -0.7318, -3.5425], [0.5126, -0.4364, -6.3728], [-0.8233, 0.0100, -5.2081], [-1.0742, -1.0139, -6.6385], [-2.2431, -2.0964, -4.8946], [-1.5152, -1.6508, -3.4296], [-1.7390, -4.3779, -4.7029], [-2.5866, -3.9721, -3.2937], [-0.8083, -5.2557, -2.7146], [-5.5739, 1.4381, 5.0093], [-4.5993, 2.0102, 3.9431], [-5.2173, 1.8695, 2.5202], [-4.3366, 3.5300, 4.2076], [-3.1719, 1.4608, 3.9384], [-2.9269, -0.0462, 3.5728], [-3.5174, -0.4467, 2.3186], [-6.5513, 1.9110, 4.9135], [-5.1371, 1.6724, 5.9801], [-5.5828, 0.3887, 4.7146], [-4.4201, 2.0042, 1.7891], [-5.8595, 2.7454, 2.4281], [-5.7884, 0.9415, 2.4958], [-5.3091, 4.0081, 4.0906], [-3.9024, 3.9020, 3.2796], [-3.8847, 3.8261, 5.1543], [-2.8366, 1.5961, 4.9667], [-2.5843, 2.0300, 3.2181], [-3.2943, -0.7225, 4.3447], [-1.8596, -0.2395, 3.4656], [-3.1297, -0.0998, 1.5118], [4.4870, 2.7807, -2.8390], [4.5814, 3.2460, -1.3829], [3.8635, 4.6397, -1.2605], [3.7971, 2.1623, -0.5017], [6.0200, 3.3242, -0.8041], [7.0159, 2.2065, -1.2921], [6.5011, 0.9623, -0.9535], [4.7220, 1.7171, -2.7987], [5.2252, 3.2758, -3.4699], [3.5339, 3.0804, -3.2746], [3.9517, 4.8770, -0.2004], [2.8224, 4.5468, -1.5699], [4.3637, 5.4557, -1.7821], [4.0024, 2.4557, 0.5278], [4.1769, 1.1429, -0.5699], [2.7145, 2.1590, -0.6284], [5.9834, 3.1912, 0.2771], [6.3256, 4.3277, -1.1005], [7.9885, 2.2878, -0.8068], [7.2122, 2.1741, -2.3637], [6.6756, 0.7631, -0.0308], [-1.5157, 4.5807, 0.9593], [-0.9232, 5.3185, -0.2446], [0.2322, 5.8262, -0.2438], [-1.7274, 5.3799, -1.5650], [-2.7121, 5.3031, -1.3538], [-1.5995, 6.2716, -2.0217], [-1.2762, 4.2203, -2.4867], [-0.9865, 4.9161, 1.8513], [-1.3946, 3.5127, 0.7780], [-2.5801, 4.7326, 1.1385], [-1.4631, 4.4707, -3.5309], [-1.9588, 3.3906, -2.3033], [-0.2451, 3.9419, -2.2689], [3.7520, -2.6662, -0.6906], [4.9993, -2.2628, -1.5024], [4.8690, -2.0715, -2.7141], [6.3492, -2.3044, -0.7624], [6.4668, -1.6882, 0.0291], [6.2841, -3.2683, -0.4678], [7.5484, -2.3347, -1.7089], [3.7022, -1.7673, -0.0762], [3.9344, -3.6414, -0.2391], [2.7945, -2.6497, -1.2113], [7.7623, -1.3380, -2.0949], [7.2200, -3.0427, -2.4698], [8.3902, -2.7144, -1.1299], [4.2161, -0.4015, 6.5743], [3.8971, 0.6362, 5.5141], [4.1692, 1.7829, 5.7039], [3.3320, 0.1105, 4.2106], [4.1371, 0.1642, 3.6032], [3.1062, -0.8671, 4.3261], [2.0557, 0.8796, 3.6903], [5.2643, -0.6814, 6.4693], [3.4791, -1.1928, 6.4373], [4.0541, -0.0633, 7.5978], [1.3273, 0.8218, 4.4991], [1.6411, 0.4222, 2.7919], [2.2365, 1.9525, 3.6246], [-3.8842, 0.8824, -2.2915], [-5.0599, 0.6669, -1.4159], [-5.1285, -0.0245, -0.3828], [-6.2638, 1.5755, -1.7069], [-6.7612, 1.9277, -0.9015], [-6.0451, 2.4392, -2.1827], [-7.2891, 0.8383, -2.6064], [-3.4324, 1.6833, -1.7064], [-4.2537, 1.3226, -3.2177], [-3.3230, -0.0510, -2.3350], [-7.5184, -0.0543, -2.0243], [-6.9119, 0.7313, -3.6234], [-8.1123, 1.5411, -2.7346], [-0.3512, 0.0523, -0.2407], [-0.9512, 0.8959, -1.7627], [-1.1655, -1.5256, -0.6840], [0.3410, -0.8006, 1.2448], [0.3963, 1.5705, 0.3055], [-1.8913, 0.5036, 0.5481], [1.1733, -0.4854, -0.9905]],
  "forces_ev_per_a": [[0.1, -0.3, 1.0], [0.3, 2.3, 0.4], [-0.3, 1.2, -0.2], [0.7, -1.5, -0.7], [-1.0, -2.5, -0.8], [-0.5, -1.1, 0.3], [1.6, 1.4, -0.3], [-0.2, -0.3, 0.4], [-0.8, 0.0, -0.1], [0.0, 0.5, -0.3], [-0.1, -0.5, 0.6], [-0.3, -0.3, -0.3], [0.2, 0.1, -0.4], [-0.6, 0.2, -0.5], [-0.4, -0.2, -0.2], [0.2, 0.0, -0.2], [0.2, -0.3, 0.6], [0.4, 0.8, 0.4], [0.4, -0.3, 0.1], [0.2, 0.6, 0.5], [-0.2, -0.2, 0.0], [-0.4, 1.0, 1.1], [-1.3, -0.5, 0.2], [-0.8, -0.9, 0.0], [0.1, -0.8, -0.7], [0.3, -0.1, 0.6], [-0.1, -0.5, -1.2], [0.9, 0.9, 0.3], [0.3, 0.3, -0.3], [0.3, 0.4, 0.3], [-0.2, -0.1, -0.1], [-0.2, 0.2, 0.0], [0.0, -0.3, -0.3], [0.2, 0.2, -0.5], [0.2, 0.2, 0.4], [0.3, -0.1, 0.1], [-0.2, -0.2, 0.2], [0.2, -0.3, -0.5], [0.7, 0.1, 0.2], [0.2, -0.4, -0.1], [-0.3, 0.9, 0.0], [-0.2, -0.2, -0.3], [1.5, 0.1, -1.2], [0.7, 1.5, -0.6], [0.0, 1.1, 1.7], [-2.0, -0.4, -1.6], [-0.3, -1.9, 0.4], [-0.7, 0.4, -1.4], [-1.0, -0.4, 1.4], [0.2, 0.0, -0.2], [-0.1, -0.4, 0.0], [-0.4, -0.1, 0.8], [0.0, -0.6, 0.1], [-0.4, -0.2, 0.0], [0.4, 0.1, -0.4], [-0.3, -0.1, 0.8], [1.0, -0.1, 0.4], [0.2, -0.6, -0.2], [0.4, 0.2, -0.1], [-0.2, 0.4, 0.2], [-0.2, 0.0, -0.1], [0.3, 0.5, 0.5], [0.4, 0.2, 0.5], [1.0, 0.3, 0.5], [-1.5, -1.1, 0.2], [0.8, -1.1, 1.2], [0.5, 1.4, 0.3], [0.5, -0.3, -1.3], [-0.2, 1.3, -0.1], [-1.0, -2.1, 0.3], [-0.4, 0.1, -0.5], [0.2, 0.1, 0.3], [-0.2, -0.5, 0.4], [-0.4, 0.1, 0.0], [0.2, -0.2, 0.0], [0.3, -0.5, -0.4], [-0.2, 0.2, 0.0], [0.3, 0.4, -0.8], [0.2, 0.4, -0.5], [-0.4, 0.5, 0.0], [0.5, -0.1, 0.3], [0.0, 0.8, 0.0], [-0.2, 0.3, 0.0], [0.3, 0.3, 0.1], [-0.1, 0.4, -0.9], [5.1, 2.3, 1.0], [-5.7, -2.5, -0.6], [1.0, -1.3, 0.4], [-0.5, 0.0, 0.0], [0.5, 0.7, -0.2], [-1.0, 0.0, 0.1], [0.2, -0.1, -0.2], [0.3, -0.2, 0.1], [-0.1, 0.4, -0.3], [0.4, 0.5, 0.1], [0.3, -0.1, 0.4], [-0.2, 0.3, -0.1], [1.6, 1.1, 0.0], [-3.1, -0.1, -4.8], [2.0, -0.1, 4.2], [-0.4, -0.7, -2.0], [-0.2, 0.2, 0.3], [0.4, -0.5, 1.1], [-0.1, 0.1, 0.1], [-0.4, -0.5, 1.3], [-0.2, 0.3, 0.7], [0.6, -0.2, -0.7], [-0.2, -0.2, 0.0], [0.5, 0.2, -0.2], [0.0, 0.0, -0.1], [-1.3, -0.3, -0.9], [1.7, 1.6, 4.2], [-1.1, -0.9, -2.1], [-1.5, 1.3, -0.7], [0.1, 0.1, -0.8], [-0.1, -0.4, 0.1], [0.5, -0.2, 1.1], [-0.1, -0.4, 0.0], [0.6, -0.8, 0.1], [0.2, 0.6, -0.2], [0.1, -0.4, 0.0], [0.4, 0.0, 0.0], [0.6, -0.2, -0.3], [-1.5, 0.2, 0.3], [-0.9, -2.0, 4.7], [0.0, 2.6, -4.1], [-0.2, -0.3, -1.2], [-0.2, -0.6, 1.0], [0.7, 0.3, -0.6], [-0.1, 0.7, 0.4], [0.9, -0.1, -0.2], [0.5, -0.4, -0.4], [0.2, 0.5, -0.2], [-0.3, -0.1, -0.7], [0.5, -0.5, 0.3], [-0.3, -0.3, 0.4], [0.3, -1.6, -0.3], [1.0, -1.2, 1.9], [1.1, 2.2, 0.2], [-1.3, 1.2, -1.2], [-0.7, -1.1, -0.4], [1.6, 0.2, -0.7], [-1.4, 0.8, 0.1]]
}

***

(3)
{
  "formula": "C5H13N",
  "method": "ωB97M-V with the def2-TZVPD basis set",
  "orbital_gap_ev": 10.27,
  "lumo_ev": 1.1,
  "smiles": "C=CC.CCN",
  "energy_ha": -252.992229,
  "fmax_ev_per_a": 2.498,
  "e_homo_ev": -9.14,
  "relative_energy_ev": 1.928,
  "symbols": ["C", "C", "C", "H", "H", "H", "H", "H", "H", "C", "C", "N", "H", "H", "H", "H", "H", "H", "H"],
  "xyz": [[0.1413, 1.1090, 2.6650], [0.3411, 1.4792, 1.4182], [1.6126, 2.1039, 0.9796], [-0.6744, 0.7039, 3.2433], [1.0117, 1.0988, 3.3479], [-0.4787, 1.5598, 0.7072], [2.4443, 1.8962, 1.6868], [2.0607, 1.9376, -0.0017], [1.5839, 3.1958, 1.1229], [-0.4894, -2.1466, -0.6158], [-0.5383, -0.9668, -1.6070], [-1.7621, -1.2278, -2.4245], [-0.2624, -1.9095, 0.4253], [-1.3100, -2.8290, -0.7972], [0.3488, -2.7991, -0.8702], [-0.7180, -0.0135, -1.1246], [0.3686, -0.8637, -2.2209], [-1.9928, -0.3354, -2.8556], [-1.6872, -1.9929, -3.0786]],
  "forces_ev_per_a": [[1.5, -0.7, 1.7], [-0.8, 0.6, -0.6], [2.1, 1.0, 1.1], [-0.8, 0.1, -0.9], [-0.1, 0.2, -0.5], [-0.1, -0.3, 0.1], [-0.5, -0.4, -0.2], [-0.7, -0.3, -0.2], [-0.5, -0.1, -0.4], [1.9, -0.4, -0.4], [-1.3, -1.3, -0.3], [0.4, 1.5, 0.6], [-0.7, 0.2, 0.0], [-0.6, 0.4, 0.6], [0.4, 0.1, -0.2], [0.1, 0.1, 0.3], [-0.1, -0.1, 0.3], [-0.2, -0.7, -0.6], [0.2, 0.2, -0.2]]
}